No. 1
Entry from the Open Molecules 2025 dataset: a 2-piece molecular cluster, C2H2N4O2 overall at a distorted geometry (ωB97M-V with the def2-TZVPD basis set).

Geometry as ORCA input:
```
! RIJCOSX wB97M-V def2-TZVPD def2/J DEFGRID3
* xyz 0 1
N 2.589 0.124 0.616
C 1.543 -0.257 -0.240
O 1.160 -1.337 -0.739
N 0.452 0.823 -0.107
C -0.660 1.273 -0.155
O -1.708 2.028 -0.167
H 2.340 1.270 0.876
H 3.705 -0.309 0.240
N -1.515 -1.074 0.693
N -2.520 -1.670 0.012
*
```

Properties
Lowest unoccupied orbital energy = -0.5508 eV
E_HOMO = -10.75 eV
Gap between HOMO and LUMO = 10.20 eV

---

No. 2
Entry from the Open Molecules 2025 dataset: C2H2N4O2 as an isolated structure at a distorted geometry (ωB97M-V with the def2-TZVPD basis set).

Geometry as ORCA input:
```
! RIJCOSX wB97M-V def2-TZVPD def2/J DEFGRID3
* xyz 0 1
C -1.160 0.025 -0.154
C 1.186 -0.028 -0.004
H -2.193 -1.511 0.178
H 1.980 -1.534 0.535
N -1.118 1.381 -0.160
N 0.076 1.948 0.001
N 1.286 1.378 -0.033
N 0.052 -0.594 0.029
O -2.399 -0.467 -0.117
O 2.289 -0.598 -0.275
*
```

Properties
Lowest unoccupied orbital energy = -0.5323 eV
E_HOMO = -9.51 eV
Gap between HOMO and LUMO = 8.98 eV

---

No. 3
Entry from the Open Molecules 2025 dataset: one molecule with the formula C2H2N4O2 at a distorted geometry (ωB97M-V with the def2-TZVPD basis set).

Geometry as ORCA input:
```
! RIJCOSX wB97M-V def2-TZVPD def2/J DEFGRID3
* xyz 0 1
O 2.416 1.211 0.963
C 1.239 1.677 1.043
N 0.035 1.027 0.766
C -0.334 0.113 0.077
N 0.114 -0.228 -1.173
N -0.577 -1.126 -1.623
N -1.516 -1.596 -0.625
O -1.293 -0.860 0.431
H 0.791 2.648 1.292
H -1.601 -2.731 -0.571
*
```

Properties
Lowest unoccupied orbital energy = -0.7470 eV
E_HOMO = -10.03 eV
Gap between HOMO and LUMO = 9.28 eV

---

No. 4
Entry from the Open Molecules 2025 dataset: one molecule with the formula C2H2N4O2S at a distorted geometry (ωB97M-V with the def2-TZVPD basis set).

Geometry as ORCA input:
```
! RIJCOSX wB97M-V def2-TZVPD def2/J DEFGRID3
* xyz 0 1
C -0.160 1.124 1.841
C 2.260 1.085 1.058
N 1.119 1.128 1.402
N -1.155 0.478 1.319
N -0.432 -0.239 -1.357
N 0.260 -1.448 -1.532
O 0.409 -2.073 -0.527
O 0.637 -1.587 -2.651
S -1.662 -0.163 -0.115
H -0.565 1.558 2.827
H -0.710 0.137 -2.264
*
```

Properties
Lowest unoccupied orbital energy = -0.4690 eV
E_HOMO = -9.67 eV
Gap between HOMO and LUMO = 9.21 eV

---

No. 5
Entry from the Open Molecules 2025 dataset: an isolated ion of composition C2H2N4P and charge +1 at a distorted geometry (ωB97M-V with the def2-TZVPD basis set).

Geometry as ORCA input:
```
! RIJCOSX wB97M-V def2-TZVPD def2/J DEFGRID3
* xyz 1 1
C 1.347 0.537 -0.178
C 0.892 -0.370 -0.995
N -3.063 0.048 -0.188
N 0.667 0.872 0.987
N -0.194 0.215 1.478
N -2.096 -0.436 0.180
P -0.877 -1.220 0.906
H 2.246 1.103 -0.181
H 1.078 -0.750 -2.009
*
```

Properties
Lowest unoccupied orbital energy (alpha / beta) = -7.3879 / -7.3901 eV
E_HOMO (alpha / beta) = -14.20 / -14.20 eV
Gap between HOMO and LUMO (alpha / beta) = 6.81 / 6.81 eV

---

No. 6
Entry from the Open Molecules 2025 dataset: an isolated ion of composition C2H2N5 and charge +1 at a distorted geometry (ωB97M-V with the def2-TZVPD basis set).

Geometry as ORCA input:
```
! RIJCOSX wB97M-V def2-TZVPD def2/J DEFGRID3
* xyz 1 1
C -0.053 -1.061 -0.009
C 1.931 0.372 -0.012
N 4.121 -0.508 0.013
N -0.645 -0.022 0.007
N 1.166 1.366 -0.008
N 3.134 0.027 -0.006
N -0.125 1.213 0.008
H 0.030 -2.116 -0.015
H -0.738 2.024 0.016
*
```

Properties
Lowest unoccupied orbital energy = -6.3622 eV
E_HOMO = -14.52 eV
Gap between HOMO and LUMO = 8.15 eV

---

No. 7
Entry from the Open Molecules 2025 dataset: one molecule with the formula C2H2N6 at a distorted geometry (ωB97M-V with the def2-TZVPD basis set).

Geometry as ORCA input:
```
! RIJCOSX wB97M-V def2-TZVPD def2/J DEFGRID3
* xyz 0 1
H 2.363 -0.845 0.820
N 2.013 0.082 0.675
C 1.032 -0.109 -0.075
N 0.327 0.972 -0.729
C -0.852 1.179 -0.311
N -1.587 0.422 0.625
N -1.621 -0.856 0.476
N -0.763 -1.583 -0.461
N 0.465 -1.344 -0.491
H -1.378 2.082 -0.529
*
```

Properties
Lowest unoccupied orbital energy = -1.7607 eV
E_HOMO = -9.84 eV
Gap between HOMO and LUMO = 8.08 eV

---

No. 8
Entry from the Open Molecules 2025 dataset: one molecule with the formula C2H2NO2P at a distorted geometry (ωB97M-V with the def2-TZVPD basis set).

Geometry as ORCA input:
```
! RIJCOSX wB97M-V def2-TZVPD def2/J DEFGRID3
* xyz 0 1
C 0.941 0.795 -0.431
C 1.215 1.693 -1.384
N -0.039 -0.014 -0.021
O 1.544 2.437 -2.194
O -2.161 0.680 -1.500
P -1.470 -0.039 -0.444
H 1.772 0.944 0.377
H -1.823 -1.342 0.167
*
```

Properties
Lowest unoccupied orbital energy = -0.3801 eV
E_HOMO = -8.57 eV
Gap between HOMO and LUMO = 8.19 eV

---

No. 9
Entry from the Open Molecules 2025 dataset: an isolated ion of composition C2H2NO2P2 and charge -1 at a distorted geometry (ωB97M-V with the def2-TZVPD basis set).

Geometry as ORCA input:
```
! RIJCOSX wB97M-V def2-TZVPD def2/J DEFGRID3
* xyz -1 1
O -3.768 0.024 0.665
C -2.728 -0.191 0.157
N -1.717 -0.420 -0.496
P -0.166 0.661 -0.630
C 1.200 0.545 0.542
P 2.699 -0.204 0.485
O 2.860 -1.293 -0.494
H 0.644 -0.133 -1.696
H 0.976 1.011 1.468
*
```

Properties
Lowest unoccupied orbital energy = 3.5643 eV
E_HOMO = -3.94 eV
Gap between HOMO and LUMO = 7.51 eV

---

No. 10
Entry from the Open Molecules 2025 dataset: an isolated ion of composition C2H2NO2S and charge -1 at a distorted geometry (ωB97M-V with the def2-TZVPD basis set).

Geometry as ORCA input:
```
! RIJCOSX wB97M-V def2-TZVPD def2/J DEFGRID3
* xyz -1 1
C -0.945 -1.730 0.325
N -0.004 -0.772 0.136
C 0.810 0.076 -0.123
S 0.564 2.025 0.048
O -0.255 2.326 -1.162
O 1.957 2.602 0.093
H -0.900 -2.314 1.331
H -1.227 -2.213 -0.646
*
```

Properties
Lowest unoccupied orbital energy (alpha / beta) = 4.0319 / 4.0322 eV
E_HOMO (alpha / beta) = -3.07 / -3.07 eV
Gap between HOMO and LUMO (alpha / beta) = 7.11 / 7.10 eV

---

| no. | electronic energy (eV) |
| --- | --- |
| 1 | -12157.11885 |
| 2 | -12157.25804 |
| 3 | -12156.65445 |
| 4 | -22990.66665 |
| 5 | -17341.68198 |
| 6 | -9542.83811 |
| 7 | -11041.68418 |
| 8 | -16977.93712 |
| 9 | -26270.01692 |
| 10 | -18524.93962 |